(1)
The following is a DFT calculation (the ωB97M-V functional and the def2-TZVPD basis) of a structure of composition C29H28Cl3GeN2OV.

Cartesian coordinates (Å):
V 1.11043 -0.27573 0.33341
Cl 4.23991 3.36702 -4.59130
C 3.23783 2.26283 -3.70009
C 3.53937 1.96809 -2.38999
C 2.71671 1.09126 -1.70250
Cl 3.18659 0.71483 -0.02064
C 1.56933 0.48065 -2.24481
O 0.75310 -0.29597 -1.57211
C 1.34083 0.81385 -3.59765
Cl -0.03145 0.08912 -4.37452
C 2.13795 1.68175 -4.31129
H 4.40025 2.40904 -1.90618
H 1.90202 1.90789 -5.34256
C -0.23416 -0.87266 1.25237
Ge -1.34542 -1.56294 2.61664
C -1.96502 -0.08292 3.76217
C -3.30437 0.22372 4.00901
C -3.66378 1.35349 4.74596
C -2.68204 2.19475 5.24830
C -1.33977 1.90150 5.01869
C -0.99008 0.77653 4.28372
C -0.47492 -2.85728 3.79941
C -1.06392 -3.28552 4.99214
C -0.39864 -4.15840 5.84526
C 0.87107 -4.61679 5.51486
C 1.46882 -4.20246 4.33244
C 0.80073 -3.32619 3.48299
C -2.99045 -2.32277 1.84187
C -4.07992 -2.78183 2.59239
C -5.23535 -3.24564 1.97430
C -5.32612 -3.26699 0.58643
C -4.24859 -2.84308 -0.17929
C -3.09178 -2.37832 0.44727
H -4.08921 -0.41282 3.61168
H -4.71096 1.57053 4.92929
H -2.95764 3.07315 5.81929
H -0.56854 2.55432 5.41283
H 0.05648 0.56640 4.09331
H -2.05312 -2.92956 5.26884
H -0.86683 -4.47547 6.76954
H 1.39348 -5.29342 6.18008
H 2.45717 -4.56331 4.07141
H 1.26235 -2.99677 2.56141
H -4.02401 -2.79235 3.67692
H -6.06787 -3.59327 2.57462
H -6.22796 -3.62744 0.10613
H -4.29855 -2.89495 -1.26195
H -2.23004 -2.08917 -0.14541
N -2.83772 1.02558 0.58460
C -2.26863 0.73523 -0.78872
C -1.76643 2.00198 -1.45578
N -0.85220 2.76356 -0.60854
C -1.52272 3.13651 0.63308
C -1.95995 1.92467 1.43214
H -2.92989 0.12674 1.07142
H -3.76782 1.42628 0.49602
H -3.05371 0.24788 -1.36554
H -1.44536 0.04587 -0.61560
H -2.59907 2.65987 -1.73114
H -1.26625 1.70461 -2.37510
H -0.07369 2.16237 -0.38506
H -2.37111 3.77779 0.36876
H -0.85653 3.72636 1.26184
H -2.50414 2.16101 2.34779
H -1.09292 1.31090 1.66411

Results
spin multiplicity: 3
ΔE to the lowest compared entry with this formula, charge and spin: 0.0 kcal/mol
net charge: 0

=====

(2)
The following is a DFT calculation (the ωB97M-V functional and the def2-TZVPD basis) of a structure of composition C29H28F6N8O3PRbSSbSe2.

Cartesian coordinates (Å):
Rb -2.59389 0.92350 1.41951
O -0.89079 -1.20688 5.32546
C -0.86437 -0.51628 4.28693
N -0.88499 -0.90671 3.02447
C -1.00304 -2.33748 2.88881
C -1.32264 -2.78952 1.48288
C -1.00844 -4.09596 1.09903
C -1.35122 -4.53754 -0.16309
C -2.00055 -3.66267 -1.02463
C -2.26025 -2.38340 -0.57156
N -1.93217 -1.94953 0.64883
C -0.79526 0.99585 4.45507
C -1.18635 1.57660 5.65646
C -1.14964 2.95388 5.77246
C -0.70483 3.71144 4.69702
C -0.30798 3.05034 3.54737
N -0.35554 1.72366 3.42389
H -1.77953 -2.73628 3.55838
H -0.08982 -2.86564 3.21172
H -0.50220 -4.74894 1.79958
H -1.11679 -5.54785 -0.47545
H -2.29211 -3.96031 -2.02213
H -2.74814 -1.65591 -1.21439
H -1.50241 0.92594 6.45938
H -1.46058 3.43554 6.69107
H -0.66037 4.79079 4.74708
H 0.06407 3.59000 2.68375
Se 0.38177 -0.08567 -0.73456
P 0.66389 -0.50316 -2.85323
Se -0.94838 0.27550 -4.10667
C 0.68465 -2.31032 -3.02586
C 1.58022 -3.01797 -2.22514
C 1.65447 -4.39550 -2.32560
C 0.83829 -5.07160 -3.22440
C -0.05120 -4.36833 -4.02099
C -0.13298 -2.98563 -3.92212
C 2.27662 0.05901 -3.45140
C 2.52003 0.01864 -4.82452
C 3.76296 0.37999 -5.31186
C 4.76155 0.78821 -4.43430
C 4.51729 0.83189 -3.07164
C 3.27382 0.46423 -2.57348
H 2.20545 -2.48923 -1.51533
H 2.34527 -4.94401 -1.69874
H 0.89643 -6.14975 -3.30076
H -0.69048 -4.89356 -4.71839
H -0.84104 -2.44134 -4.53338
H 1.73596 -0.28565 -5.50766
H 3.95304 0.34977 -6.37653
H 5.73082 1.07733 -4.81957
H 5.28837 1.15717 -2.38571
H 3.08479 0.51118 -1.50941
F -3.02965 1.00306 -1.18094
Sb -4.67645 1.96303 -1.39781
F -3.66027 3.49989 -1.84721
F -4.69141 1.41031 -3.19620
F -6.28477 2.90673 -1.60853
F -5.56323 0.41817 -0.78626
F -4.59049 2.55555 0.42876
S 1.80234 2.04749 0.42127
C 2.54053 0.86330 1.40659
N 1.78769 0.27915 2.37676
C 2.25149 -0.69602 3.16459
C 3.54643 -1.11640 3.00740
C 4.28932 -0.47070 2.01920
N 3.81343 0.48316 1.23762
H 0.81574 0.61986 2.54246
H 1.55247 -1.08612 3.89320
H 3.96394 -1.89641 3.62380
H 5.32570 -0.74408 1.84979
O -0.68140 2.57799 -2.25778
N -1.42801 2.20945 -2.99237
N -0.63108 5.30017 0.42069
C -1.67710 4.42953 0.52929
N -2.88414 4.97244 0.87181
O -1.51865 3.22473 0.37446
H -0.72360 6.28691 0.56976
H 0.27486 4.91186 0.23125
H -3.04991 5.94374 0.66916
H -3.66552 4.35538 0.69261

Results
spin multiplicity: 2
ΔE to the lowest compared entry with this formula, charge and spin: 7.1 kcal/mol
net charge: 0

=====

(3)
The following is a DFT calculation (the ωB97M-V functional and the def2-TZVPD basis) of a structure of composition C29H28GaN2OP.

Cartesian coordinates (Å):
Ga 1.53137 -1.22957 0.28975
C -5.48935 -2.52261 -1.23520
C -4.38233 -3.15547 -1.78436
C -3.11604 -2.63728 -1.57061
C -2.93870 -1.47632 -0.81635
C -4.05429 -0.84566 -0.27436
C -5.32298 -1.36821 -0.48541
P -1.20012 -0.95014 -0.53791
C -1.46500 0.35178 0.72839
C -1.48188 -0.09454 2.05135
C -1.67309 0.79334 3.09674
C -1.84837 2.14468 2.82828
C -1.83324 2.59495 1.51689
C -1.64307 1.70462 0.46883
C -0.83865 -0.00558 -2.06698
C -1.83042 0.55066 -2.83808
C -1.51638 1.23193 -4.02876
C -0.22101 1.31061 -4.45584
C 0.82582 0.72265 -3.70954
C 2.16361 0.75773 -4.17171
C 3.16140 0.17960 -3.43990
C 2.85759 -0.42711 -2.20446
C 1.57886 -0.49216 -1.69894
C 0.52987 0.07267 -2.47874
H -6.48060 -2.92745 -1.39368
H -4.51157 -4.05969 -2.36520
H -2.24736 -3.13552 -1.98695
H -3.93780 0.05588 0.31337
H -6.18604 -0.87465 -0.05667
H -1.34705 -1.15185 2.25393
H -1.68736 0.43503 4.11882
H -2.00562 2.84207 3.64194
H -1.97071 3.64851 1.30652
H -1.64261 2.06702 -0.55114
H -2.86760 0.46340 -2.53977
H -2.31254 1.67719 -4.61212
H 0.02397 1.80747 -5.38763
H 2.37298 1.24267 -5.11812
H 4.18243 0.19339 -3.80129
H 3.67691 -0.84371 -1.62115
C 2.42269 1.03918 3.28690
C 2.30526 1.74014 1.98210
N 2.00816 1.20520 0.81860
C 1.99652 2.23203 -0.09906
C 2.29309 3.40265 0.52069
N 2.48692 3.07674 1.84408
H 2.54618 -0.02998 3.12242
H 1.52406 1.20200 3.88610
H 3.27995 1.41307 3.84866
H 1.77356 2.04599 -1.13510
H 2.39484 4.40828 0.15328
H 2.73144 3.71552 2.57860
C 4.45968 -2.22368 1.87661
O 3.22654 -2.01975 2.53396
C 2.15403 -2.61915 1.89755
C 1.00822 -2.59085 2.89905
H 5.16543 -1.49048 2.26840
H 4.34103 -2.08561 0.79558
H 4.83831 -3.23056 2.06191
H 1.22214 -3.36104 3.64636
H 0.07340 -2.83991 2.39456
H 0.89550 -1.64011 3.43483

Results
ΔE to the lowest compared entry with this formula, charge and spin: 24.3 kcal/mol
net charge: 0